Entry 1:
Here is 3 unconnected molecules or ions with the total composition C2H10N2O2 in a non-equilibrium geometry from the OMol25 dataset. Energies are from ωB97M-V/def2-TZVPD.

The energy above the lowest of the compared OMol25 structures with the same formula, charge and spin comes out at 95.83 kJ/mol. Its structure (SMILES) is C/N=C\N.O.O. The energy is -342.15737 Eh. The value obtained for the strongest force on any atom is 2.835 eV/Å. Its HOMO-LUMO gap is 9.34 eV. Its total charge is 0. Its LUMO energy is 0.4681 eV. Its HOMO energy is -8.88 eV.

Cartesian coordinates (Å):
C 1.547 0.314 1.086
N 1.563 -1.020 0.567
C 0.473 -1.707 0.498
N -0.724 -1.377 1.086
H 0.741 0.597 1.785
H 1.584 0.982 0.205
H 2.482 0.423 1.667
H 0.592 -2.702 0.072
H -1.450 -1.600 0.423
H -0.859 -0.468 1.493
O -1.990 0.551 -0.336
H -2.684 0.249 -0.926
H -1.155 0.795 -0.788
O -0.424 1.642 -2.368
H 0.130 2.417 -2.264
H 0.175 0.904 -2.200


Entry 2:
Here is a molecular structure, C15H10N2O6Pt in a non-equilibrium geometry from the OMol25 dataset. Energies are from ωB97M-V/def2-TZVPD.

The energy is -1257.16690 Eh. The value obtained for the strongest force on any atom is 6.370 eV/Å. Its HOMO-LUMO gap (alpha / beta) is 3.69 / 2.70 eV. Its total charge is +2. Its LUMO energy (alpha / beta) is -11.6086 / -12.2434 eV. Its HOMO energy (alpha / beta) is -15.29 / -14.95 eV.

Cartesian coordinates (Å):
Pt -0.038 0.024 0.002
O 3.898 1.153 0.001
C 2.758 0.899 -0.001
O 1.988 -0.076 0.001
C 1.670 2.417 -0.015
O 2.256 3.428 0.000
O 0.491 2.009 -0.036
O -5.182 5.637 -0.054
C -5.656 4.436 0.016
O -6.818 4.155 0.088
C -4.655 3.270 0.012
C -5.182 1.970 -0.014
C -4.353 0.877 -0.020
C -2.933 1.030 0.004
C -2.437 2.368 0.037
C -3.268 3.460 0.044
N -2.053 -0.002 0.002
C -2.510 -1.318 0.000
C -1.570 -2.332 0.000
C -1.857 -3.729 0.002
C -0.822 -4.630 0.000
C 0.504 -4.164 0.003
C 0.737 -2.795 0.000
N -0.253 -1.909 0.000
H -4.223 5.768 -0.119
H -6.254 1.845 -0.030
H -4.815 -0.094 -0.040
H -1.370 2.535 0.060
H -2.812 4.440 0.081
H -3.565 -1.547 0.004
H -2.890 -4.045 0.007
H -1.020 -5.691 -0.004
H 1.335 -4.854 0.003
H 1.750 -2.410 -0.003


Entry 3:
Here is 4 unconnected molecules or ions with the total composition C36H67Br2N2O5 in a non-equilibrium geometry from the OMol25 dataset. Energies are from ωB97M-V/def2-TZVPD.

The energy is -7045.25812 Eh. The value obtained for the strongest force on any atom is 2.158 eV/Å. Its HOMO-LUMO gap is 7.56 eV. Its total charge is +1. Its LUMO energy is -4.5244 eV. Its HOMO energy is -12.08 eV.

Cartesian coordinates (Å):
C 3.008 -4.266 5.171
C 3.797 -3.167 4.357
N 2.913 -2.063 3.835
C 2.592 -1.110 4.908
C 2.567 0.420 4.438
C 1.386 0.659 3.437
N 0.149 0.215 3.865
C -0.999 0.326 3.126
C -0.952 0.928 1.818
C 0.325 1.416 1.314
C 0.328 2.048 -0.114
O 0.669 3.154 -0.355
O -0.155 1.229 -1.147
O 0.191 -0.095 -0.889
C -0.738 -0.962 -1.552
C -1.742 -1.687 -0.566
C -1.066 -2.894 0.210
O -2.857 -2.220 -1.310
C 1.548 1.308 2.143
C 2.887 1.863 1.648
Br 3.119 3.815 1.797
C 3.918 1.161 1.129
C 5.268 1.817 0.686
Br 3.782 -0.759 0.886
C 1.749 -2.684 3.266
C 1.951 -3.430 1.892
O 0.639 -2.725 3.760
H 2.654 -5.039 4.434
H 2.097 -3.879 5.693
H 3.644 -4.796 5.920
H 4.682 -2.752 4.912
H 4.241 -3.651 3.442
H 1.676 -1.355 5.504
H 3.451 -1.157 5.635
H 3.554 0.740 4.038
H 2.294 1.017 5.358
H 0.068 -0.219 4.790
H -1.942 -0.059 3.581
H -1.910 0.983 1.253
H -0.203 -1.786 -2.108
H -1.363 -0.435 -2.327
H -2.184 -0.983 0.179
H -0.943 -2.691 1.311
H -1.791 -3.754 0.142
H -0.112 -3.235 -0.267
H -2.499 -2.986 -1.798
H 5.945 1.059 0.205
H 5.839 2.231 1.557
H 5.103 2.605 -0.097
H 1.143 -4.207 1.809
H 2.942 -3.940 1.815
H 1.801 -2.749 1.016
C -2.782 3.405 -1.746
C -2.032 4.477 -2.527
C -1.826 5.770 -1.739
C -3.109 6.496 -1.327
C -4.040 6.878 -2.478
C -3.410 7.854 -3.466
H -3.794 3.724 -1.491
H -2.863 2.493 -2.343
H -2.253 3.157 -0.820
H -2.556 4.681 -3.465
H -1.050 4.081 -2.804
H -1.200 6.444 -2.331
H -1.250 5.545 -0.834
H -2.830 7.403 -0.779
H -3.666 5.877 -0.616
H -4.937 7.341 -2.056
H -4.378 5.983 -3.010
H -3.098 8.772 -2.963
H -4.132 8.123 -4.241
H -2.540 7.420 -3.964
C 0.913 -11.123 5.233
C 1.618 -10.086 4.367
C 1.817 -8.743 5.070
C 0.532 -8.019 5.475
C -0.440 -7.724 4.332
C 0.141 -6.798 3.271
H -0.099 -10.809 5.497
H 0.833 -12.071 4.698
H 1.470 -11.304 6.156
H 1.063 -9.951 3.433
H 2.600 -10.478 4.086
H 2.413 -8.093 4.420
H 2.423 -8.901 5.969
H 0.806 -7.075 5.959
H 0.009 -8.604 6.237
H -1.334 -7.254 4.753
H -0.775 -8.654 3.865
H 0.448 -5.845 3.712
H -0.609 -6.588 2.504
H 1.005 -7.244 2.774
C -1.911 3.294 -6.382
C -1.391 3.823 -7.713
C -0.386 4.964 -7.557
C -0.930 6.226 -6.883
C -2.143 6.861 -7.563
C -1.858 7.342 -8.981
H -2.459 4.060 -5.831
H -2.592 2.456 -6.549
H -1.088 2.939 -5.756
H -2.233 4.136 -8.337
H -0.902 3.002 -8.247
H 0.010 5.220 -8.545
H 0.471 4.605 -6.976
H -0.123 6.966 -6.835
H -1.189 6.001 -5.842
H -2.465 7.718 -6.963
H -2.984 6.161 -7.574
H -1.044 8.071 -8.989
H -2.744 7.822 -9.401
H -1.588 6.516 -9.641


Entry 4:
Here is a molecular structure, C16H25PtS in a non-equilibrium geometry from the OMol25 dataset. Energies are from ωB97M-V/def2-TZVPD.

The energy above the lowest of the compared OMol25 structures with the same formula, charge and spin comes out at 0.00 kJ/mol. The energy is -1141.69457 Eh. The value obtained for the strongest force on any atom is 2.857 eV/Å. As for the expectation value of S²: 6.0210. Its HOMO-LUMO gap (alpha / beta) is 7.22 / 6.85 eV. Its total charge is +1. Its spin multiplicity is 5. Its LUMO energy (alpha / beta) is -2.2159 / -4.9871 eV. Its HOMO energy (alpha / beta) is -9.44 / -11.83 eV.

Cartesian coordinates (Å):
C -2.040 1.461 -3.887
C -3.401 1.217 -3.386
C -1.511 2.830 -3.896
C -1.393 0.430 -4.711
H -1.874 3.402 -4.769
H -0.413 2.838 -3.948
H -1.826 3.387 -3.002
H -4.162 1.447 -4.155
H -3.627 1.842 -2.512
H -3.537 0.164 -3.106
H -1.705 0.500 -5.769
H -1.658 -0.578 -4.367
H -0.299 0.528 -4.694
C -0.327 1.196 2.070
C 0.005 2.079 0.982
C -1.044 1.998 -0.004
H 0.893 2.697 0.930
C -2.048 1.100 0.508
C -1.576 0.554 1.743
H -2.109 -0.143 2.388
H 0.238 1.067 2.991
H -1.111 2.560 -0.941
H -3.015 0.912 0.057
C 1.830 -1.455 -1.028
C 2.215 -0.476 -0.056
C 1.773 0.814 -0.563
H 2.885 -0.618 0.788
C 0.984 0.575 -1.759
C 1.128 -0.822 -2.089
H 0.809 -1.274 -3.020
H 2.173 -2.482 -1.000
H 2.098 1.783 -0.186
H 0.599 1.358 -2.416
Pt -0.073 -0.058 0.185
C 0.253 -4.078 0.782
S -0.792 -2.596 0.640
C -1.644 -2.717 2.217
H 1.071 -4.080 0.065
H -0.445 -4.898 0.549
H 0.617 -4.180 1.814
H -2.655 -2.337 2.016
H -1.682 -3.780 2.485
H -1.155 -2.136 3.004


Entry 5:
Here is a single C18H26N2O3 molecule from the OMol25 dataset. Energies are from ωB97M-V/def2-TZVPD.

The energy above the lowest of the compared OMol25 structures with the same formula, charge and spin comes out at 92.64 kJ/mol. Its structure (SMILES) is CCCCOc1ccc(N2C[C@H](C(=O)NC(C)C)CC2=O)cc1. The energy is -1036.76625 Eh. The value obtained for the strongest force on any atom is 0.689 eV/Å. Its HOMO-LUMO gap is 8.31 eV. Its total charge is 0. Its LUMO energy is 0.4567 eV. Its HOMO energy is -7.85 eV.

Cartesian coordinates (Å):
C -5.889 -3.192 -0.835
C -6.647 -1.868 -0.854
C -5.753 -0.660 -0.579
C -5.271 -0.597 0.873
O -4.521 0.570 1.139
C -3.231 0.656 0.711
C -2.500 -0.361 0.111
C -1.181 -0.153 -0.259
C -0.554 1.071 -0.047
N 0.788 1.261 -0.420
C 1.594 0.131 -0.830
C 3.023 0.675 -1.038
C 3.998 0.030 -0.042
O 4.520 0.634 0.867
N 4.207 -1.281 -0.282
C 5.054 -2.123 0.544
C 4.214 -3.205 1.219
C 6.169 -2.730 -0.303
C 2.907 2.176 -0.809
C 1.460 2.450 -0.452
O 0.999 3.547 -0.241
C -1.291 2.090 0.560
C -2.601 1.883 0.927
H -5.490 -3.403 0.154
H -6.552 -4.008 -1.111
H -5.064 -3.168 -1.545
H -7.104 -1.741 -1.838
H -7.451 -1.899 -0.117
H -6.309 0.258 -0.783
H -4.892 -0.678 -1.250
H -6.133 -0.528 1.543
H -4.697 -1.491 1.142
H -2.933 -1.330 -0.076
H -0.658 -0.975 -0.723
H 1.567 -0.644 -0.055
H 1.199 -0.293 -1.762
H 3.375 0.447 -2.047
H 3.748 -1.726 -1.061
H 5.481 -1.458 1.301
H 3.424 -2.753 1.815
H 3.762 -3.857 0.474
H 4.837 -3.808 1.873
H 6.747 -1.945 -0.785
H 5.753 -3.380 -1.071
H 6.835 -3.316 0.322
H 3.535 2.478 0.035
H 3.194 2.774 -1.673
H -0.833 3.047 0.735
H -3.167 2.671 1.397


Entry 6:
Here is 2 unconnected molecules or ions with the total composition C2H6Cl2O3Si in a non-equilibrium geometry from the OMol25 dataset. Energies are from ωB97M-V/def2-TZVPD.

The energy above the lowest of the compared OMol25 structures with the same formula, charge and spin comes out at 296.14 kJ/mol. The energy is -1515.23848 Eh. The value obtained for the strongest force on any atom is 4.695 eV/Å. Its HOMO-LUMO gap is 8.58 eV. Its total charge is 0. Its LUMO energy is -0.5551 eV. Its HOMO energy is -9.14 eV.

Cartesian coordinates (Å):
C -1.853 -1.204 0.084
C -0.843 1.057 -1.932
O 2.164 2.045 0.785
O -0.376 1.529 0.898
O 2.037 1.452 -0.500
Si -0.861 0.495 -0.090
Cl -1.847 2.516 -2.313
Cl -1.302 -0.214 -3.174
H -2.583 -1.191 0.881
H -2.377 -1.450 -0.805
H -1.224 -1.975 0.351
H 0.125 1.349 -2.270
H 1.227 2.416 0.899
H 1.903 1.191 1.374


Entry 7:
Here is a single C3H5N3O molecule from the OMol25 dataset. Energies are from ωB97M-V/def2-TZVPD.

The energy above the lowest of the compared OMol25 structures with the same formula, charge and spin comes out at 214.44 kJ/mol. Its structure (SMILES) is Nc1conc1N. The energy is -356.77570 Eh. The value obtained for the strongest force on any atom is 0.370 eV/Å. Its HOMO-LUMO gap is 9.61 eV. Its total charge is 0. Its LUMO energy is 0.7960 eV. Its HOMO energy is -8.82 eV.

Cartesian coordinates (Å):
N -0.664 -1.545 0.687
C -0.461 -0.412 -0.136
C -1.012 -0.170 -1.351
O -0.629 1.022 -1.829
N 0.256 1.591 -0.939
C 0.349 0.756 0.065
N 1.111 1.116 1.175
H -0.027 -1.569 1.470
H -1.599 -1.594 1.076
H -1.708 -0.745 -1.943
H 1.753 0.411 1.514
H 1.619 1.964 0.948


Entry 8:
Here is 2 unconnected molecules or ions with the total composition C6H17N2 in a non-equilibrium geometry from the OMol25 dataset. Energies are from ωB97M-V/def2-TZVPD.

The energy above the lowest of the compared OMol25 structures with the same formula, charge and spin comes out at 214.84 kJ/mol. The energy is -348.00901 Eh. The value obtained for the strongest force on any atom is 1.132 eV/Å. Its HOMO-LUMO gap is 7.42 eV. Its total charge is +1. Its LUMO energy is -5.5248 eV. Its HOMO energy is -12.95 eV.

Cartesian coordinates (Å):
C 0.860 -0.221 1.500
C 0.910 -1.925 -0.365
C -1.925 1.625 -0.150
C -2.456 -0.745 -0.101
C 1.842 0.399 -0.773
C 1.123 -0.556 0.101
N -1.562 0.291 -0.576
N 2.677 1.363 -0.117
H 1.590 -0.708 2.154
H 0.909 0.849 1.684
H -0.106 -0.616 1.811
H 0.170 -2.459 0.230
H 0.661 -1.962 -1.426
H 1.856 -2.471 -0.266
H -1.173 2.333 -0.492
H -2.898 1.941 -0.539
H -1.972 1.651 0.938
H -3.493 -0.589 -0.416
H -2.125 -1.711 -0.476
H -2.438 -0.756 0.989
H 1.121 0.930 -1.410
H 2.466 -0.177 -1.473
H 2.262 2.259 0.082
H 3.183 1.005 0.678
H -1.483 0.250 -1.589


Q: Which value of total charge does entry 8 give?
A: +1